# 1
DFT (the ωB97M-V functional and the def2-TZVPD basis) results for a structure of composition C40H46Cl3N4O2SiZr in a non-equilibrium geometry.

Summary:
highest occupied orbital energy	-3.54	eV
E_LUMO	1.939	eV
net charge	-1
2S+1	1
frontier orbital gap	5.5	eV
ΔE to the lowest compared entry with this formula, charge and spin	120.7	kJ/mol

CARTESIAN COORDINATES (ANGSTROEM)
1 Zr -0.552 0.315 -0.320
2 O -2.345 1.136 0.047
3 C -3.427 1.373 -0.651
4 C -4.271 2.442 -0.312
5 C -5.393 2.729 -1.053
6 C -5.740 1.945 -2.157
7 C -4.957 0.864 -2.481
8 C -3.801 0.552 -1.749
9 C -3.094 -0.664 -2.037
10 N -1.969 -0.986 -1.494
11 N -1.574 -2.303 -1.683
12 C -0.482 -2.541 -1.006
13 O 0.157 -1.621 -0.363
14 C 0.017 -3.929 -0.938
15 C -0.728 -4.999 -1.428
16 C -0.243 -6.291 -1.314
17 C 0.987 -6.527 -0.712
18 C 1.729 -5.462 -0.217
19 C 1.246 -4.170 -0.327
20 H -3.992 3.056 0.536
21 H -6.009 3.577 -0.781
22 H -6.618 2.178 -2.745
23 H -5.223 0.226 -3.318
24 H -3.573 -1.397 -2.684
25 H -1.684 -4.792 -1.891
26 H -0.823 -7.124 -1.693
27 H 1.365 -7.538 -0.625
28 H 2.687 -5.642 0.254
29 H 1.800 -3.324 0.061
30 C -1.454 3.652 2.699
31 C -0.573 2.863 3.681
32 C 0.905 2.938 3.287
33 C -1.156 1.467 3.844
34 C -1.940 1.260 4.975
35 C -2.613 0.073 5.199
36 C -2.523 -0.933 4.255
37 C -1.754 -0.769 3.111
38 C -1.702 -1.880 2.088
39 C -0.868 -3.063 2.583
40 C -3.099 -2.328 1.647
41 C -1.035 0.427 2.894
42 N -0.204 0.552 1.754
43 C 1.102 0.057 1.849
44 C 1.964 0.078 0.802
45 N 1.603 0.459 -0.487
46 C 2.623 0.702 -1.400
47 C 3.725 1.533 -1.070
48 C 4.789 1.646 -1.955
49 C 4.780 1.019 -3.188
50 C 3.655 0.302 -3.559
51 C 2.574 0.145 -2.704
52 C 1.385 -0.654 -3.211
53 C 1.731 -2.140 -3.324
54 C 0.875 -0.138 -4.565
55 C 3.718 2.428 0.160
56 C 3.762 3.903 -0.257
57 C 4.863 2.120 1.128
58 H -0.964 4.581 2.396
59 H -2.416 3.896 3.157
60 H -1.640 3.056 1.808
61 H -0.661 3.340 4.663
62 H 1.044 2.673 2.243
63 H 1.511 2.267 3.899
64 H 1.268 3.959 3.433
65 H -2.028 2.065 5.697
66 H -3.211 -0.061 6.092
67 H -3.053 -1.865 4.415
68 H -1.201 -1.464 1.214
69 H -1.276 -3.449 3.520
70 H 0.165 -2.757 2.756
71 H -0.866 -3.867 1.843
72 H -3.648 -2.803 2.464
73 H -3.015 -3.048 0.829
74 H -3.676 -1.470 1.295
75 H 1.446 -0.316 2.809
76 H 2.976 -0.289 0.951
77 H 5.638 2.267 -1.687
78 H 5.617 1.120 -3.867
79 H 3.623 -0.149 -4.546
80 H 0.572 -0.554 -2.488
81 H 2.511 -2.289 -4.073
82 H 0.850 -2.716 -3.619
83 H 2.097 -2.528 -2.373
84 H 1.482 -0.541 -5.380
85 H 0.921 0.947 -4.617
86 H -0.159 -0.453 -4.729
87 H 2.779 2.275 0.687
88 H 4.710 4.151 -0.739
89 H 3.649 4.544 0.621
90 H 2.954 4.125 -0.956
91 H 5.831 2.257 0.641
92 H 4.813 1.092 1.491
93 H 4.817 2.788 1.991
94 Cl -2.214 3.822 -2.624
95 Si -0.717 2.320 -2.465
96 Cl 0.807 3.381 -3.530
97 Cl 0.040 2.892 -0.380

# 2
DFT (the ωB97M-V functional and the def2-TZVPD basis) results for a cluster of 2 separate species, C2HNOS in total in a non-equilibrium geometry.

Summary:
highest occupied orbital energy	-10.14	eV
E_LUMO	0.844	eV
SMILES	O=C=S.C#N
net charge	0
2S+1	1
frontier orbital gap	11.0	eV
ΔE to the lowest compared entry with this formula, charge and spin	22.7	kJ/mol

CARTESIAN COORDINATES (ANGSTROEM)
1 C 1.852 -0.702 -0.511
2 C -1.758 0.885 0.459
3 N 0.888 -0.812 0.098
4 O -1.324 1.925 0.400
5 S -2.391 -0.546 0.499
6 H 2.732 -0.751 -0.944

# 3
DFT (the ωB97M-V functional and the def2-TZVPD basis) results for a structure of composition C13H19IIrN3O3 in a non-equilibrium geometry.

Summary:
highest occupied orbital energy (alpha / beta)	-6.20 / -8.06	eV
E_LUMO (alpha / beta)	0.140 / -1.848	eV
expectation value of S²	6.014
net charge	0
2S+1	5
frontier orbital gap (alpha / beta)	6.3 / 6.2	eV
ΔE to the lowest compared entry with this formula, charge and spin	1643.1	kJ/mol

CARTESIAN COORDINATES (ANGSTROEM)
1 Ir -0.010 0.001 -0.025
2 C -1.411 2.209 0.341
3 C -1.832 1.239 1.502
4 N -2.157 0.003 0.470
5 C -0.817 -0.918 2.359
6 C 0.830 -0.346 2.633
7 N 2.155 -0.057 0.452
8 C 2.144 1.161 1.030
9 C 1.074 2.315 0.861
10 N -0.009 1.985 -0.034
11 H -1.573 3.271 0.596
12 H -2.076 1.962 -0.496
13 H -2.892 1.362 1.759
14 H -1.299 1.573 2.420
15 H -2.310 -0.840 0.894
16 H -0.650 -1.971 2.092
17 H -1.339 -0.931 3.337
18 H 1.339 -0.970 3.392
19 H 0.708 0.635 3.212
20 H 2.073 -0.997 0.976
21 H 2.713 1.098 0.033
22 H 2.867 1.380 1.828
23 H 1.581 3.246 0.564
24 H 0.637 2.526 1.846
25 H 0.187 2.292 -1.032
26 I -1.343 -8.913 0.172
27 C -0.629 -6.974 0.072
28 C -1.543 -5.871 0.193
29 C -1.072 -4.598 0.127
30 C 0.324 -4.338 -0.061
31 C 1.225 -5.466 -0.180
32 C 0.760 -6.743 -0.115
33 C 0.841 -2.945 -0.133
34 O 2.069 -2.795 -0.297
35 O -0.022 -2.004 -0.016
36 H -2.604 -6.032 0.336
37 H -1.755 -3.760 0.217
38 H 2.283 -5.279 -0.323
39 H 1.460 -7.563 -0.208
40 O -0.017 0.008 1.846

# 4
DFT (the ωB97M-V functional and the def2-TZVPD basis) results for a structure of composition C39H47BrGeN3Se3Y in a non-equilibrium geometry.

Summary:
highest occupied orbital energy	-12.83	eV
E_LUMO	-6.106	eV
net charge	+2
2S+1	1
frontier orbital gap	6.7	eV
ΔE to the lowest compared entry with this formula, charge and spin	49.9	kJ/mol

CARTESIAN COORDINATES (ANGSTROEM)
1 Y 0.618 1.060 -0.110
2 C -2.767 2.911 -2.787
3 C -3.436 1.824 -3.340
4 C -2.821 0.588 -3.308
5 C -1.584 0.451 -2.677
6 N -0.991 1.481 -2.046
7 C -1.564 2.687 -2.150
8 C -0.738 -0.739 -2.883
9 C -0.442 -1.028 -4.217
10 C 0.501 -1.983 -4.539
11 C 1.171 -2.646 -3.527
12 C 0.823 -2.414 -2.210
13 C -0.135 -1.467 -1.846
14 H -3.175 3.906 -2.866
15 H -4.395 1.953 -3.817
16 H -3.284 -0.277 -3.762
17 H -0.993 3.520 -1.745
18 H -0.942 -0.481 -5.006
19 H 0.705 -2.213 -5.573
20 H 1.935 -3.368 -3.761
21 H 1.293 -3.008 -1.442
22 Br 2.721 -1.121 0.156
23 C 3.322 -0.511 1.917
24 C 4.405 -1.167 2.425
25 C 4.853 -0.850 3.713
26 C 4.182 0.088 4.444
27 C 3.076 0.786 3.911
28 C 2.408 1.759 4.683
29 C 1.330 2.422 4.176
30 C 0.911 2.165 2.860
31 C 1.511 1.239 2.024
32 C 2.610 0.511 2.583
33 H 4.904 -1.928 1.844
34 H 5.719 -1.357 4.108
35 H 4.494 0.323 5.451
36 H 2.764 1.967 5.679
37 H 0.805 3.153 4.775
38 H 0.064 2.745 2.498
39 C -2.567 2.052 2.783
40 Se -2.195 2.298 0.878
41 C -2.102 4.284 0.801
42 C -0.765 4.915 1.148
43 Se 0.785 4.290 0.051
44 C 2.179 5.001 1.214
45 H -3.640 2.115 2.947
46 H -2.050 2.819 3.354
47 H -2.197 1.068 3.067
48 H -2.864 4.643 1.498
49 H -2.414 4.553 -0.210
50 H -0.491 4.749 2.194
51 H -0.828 5.995 0.980
52 H 2.032 6.075 1.312
53 H 3.139 4.812 0.737
54 H 2.141 4.505 2.182
55 C 0.078 -6.383 1.381
56 C 0.076 -5.238 2.388
57 C -0.792 -4.057 1.941
58 C -0.300 -3.520 0.603
59 Ge -1.056 -1.797 -0.084
60 C -3.002 -1.703 -0.580
61 C -3.954 -2.457 0.334
62 C -3.995 -1.880 1.742
63 C -5.007 -2.623 2.603
64 H 0.560 -7.256 1.809
65 H 0.621 -6.116 0.477
66 H -0.940 -6.653 1.109
67 H 1.101 -4.895 2.554
68 H -0.305 -5.604 3.342
69 H -0.750 -3.274 2.701
70 H -1.828 -4.389 1.857
71 H -0.524 -4.246 -0.181
72 H 0.785 -3.415 0.657
73 H -0.718 -0.564 0.977
74 H -3.053 -2.135 -1.583
75 H -3.307 -0.655 -0.646
76 H -3.665 -3.508 0.381
77 H -4.957 -2.418 -0.095
78 H -4.257 -0.819 1.687
79 H -2.995 -1.958 2.185
80 H -6.001 -2.531 2.176
81 H -5.033 -2.228 3.613
82 H -4.759 -3.680 2.654
83 Se 3.755 1.889 -0.975
84 N 2.229 1.662 -1.878
85 C 2.523 1.620 -3.188
86 C 1.614 1.496 -4.252
87 C 2.095 1.438 -5.529
88 C 3.478 1.502 -5.809
89 C 4.393 1.659 -4.810
90 C 3.936 1.732 -3.476
91 N 4.711 1.888 -2.410
92 H 0.557 1.454 -4.049
93 H 1.405 1.344 -6.354
94 H 3.801 1.433 -6.836
95 H 5.450 1.727 -4.999

# 5
DFT (the ωB97M-V functional and the def2-TZVPD basis) results for a structure of composition C19H62B2NO35 in a non-equilibrium geometry.

Summary:
highest occupied orbital energy	-6.99	eV
E_LUMO	0.488	eV
net charge	-1
2S+1	1
frontier orbital gap	7.5	eV
ΔE to the lowest compared entry with this formula, charge and spin	134.1	kJ/mol

CARTESIAN COORDINATES (ANGSTROEM)
1 C -0.624 -1.012 3.984
2 C 0.429 -1.001 3.011
3 C 0.041 -0.255 1.711
4 C 1.106 -0.049 0.703
5 N 0.698 0.692 -0.504
6 C 0.438 2.123 -0.245
7 C -0.926 2.479 -0.934
8 C -1.673 1.262 -0.955
9 C -0.531 0.179 -1.121
10 C 1.882 0.611 -1.426
11 C 2.294 -0.661 -1.982
12 C 3.741 -0.542 -2.490
13 H -1.181 0.136 3.927
14 H -0.292 -1.123 5.034
15 H -1.318 -1.758 3.653
16 H 0.318 -2.084 2.825
17 H 1.534 -0.708 3.318
18 H -0.395 0.731 1.813
19 H -0.881 -0.725 1.303
20 H 1.509 -0.916 0.508
21 H 2.027 0.459 1.177
22 H 1.217 2.988 -0.620
23 H 0.473 2.339 0.785
24 H -0.762 2.875 -1.964
25 H -1.481 3.298 -0.617
26 H -2.344 1.177 -1.758
27 H -2.207 0.988 -0.082
28 H -0.521 0.289 -2.238
29 H -1.027 -0.821 -0.882
30 H 2.737 1.082 -1.074
31 H 1.693 1.254 -2.375
32 H 1.620 -1.238 -2.515
33 H 2.498 -1.269 -1.357
34 H 4.586 -0.030 -1.796
35 H 3.746 0.030 -3.287
36 H 4.074 -1.579 -2.543
37 O -6.289 -2.408 -2.054
38 C -5.247 -2.173 -2.632
39 O -4.828 -2.850 -3.549
40 B -3.451 -2.312 -3.823
41 O -3.329 -1.135 -2.893
42 C -4.440 -1.136 -2.277
43 O -4.729 -0.032 -1.722
44 O -3.263 -1.855 -5.189
45 C -2.312 -2.390 -5.671
46 O -1.754 -2.005 -6.700
47 C -1.712 -3.428 -4.791
48 O -2.338 -3.365 -3.733
49 O -0.952 -4.329 -4.975
50 O 0.116 -4.519 1.596
51 C -0.964 -4.278 0.965
52 O -2.014 -4.341 1.541
53 B -2.938 -3.465 0.832
54 O -2.290 -3.122 -0.449
55 C -1.166 -3.687 -0.308
56 O -0.213 -3.581 -1.078
57 O -3.239 -2.217 1.665
58 C -4.470 -2.287 1.984
59 O -5.026 -1.269 2.362
60 C -5.122 -3.266 1.228
61 O -4.334 -4.032 0.665
62 O -6.340 -3.381 1.085
63 O -3.682 -2.542 4.917
64 H -3.757 -1.578 4.912
65 H -3.192 -2.649 5.708
66 O -0.220 3.748 2.948
67 H 0.092 3.499 3.870
68 H -0.217 4.641 3.002
69 O 2.586 -1.519 6.155
70 H 2.486 -2.237 6.674
71 H 2.596 -1.888 5.317
72 O 4.127 -0.978 0.665
73 H 5.056 -0.452 0.500
74 H 4.496 -1.786 0.568
75 O 3.633 -2.466 3.865
76 H 4.124 -1.656 3.461
77 H 4.360 -2.670 4.547
78 O 0.684 -4.771 4.345
79 H 0.740 -4.679 3.413
80 H 0.516 -5.607 4.643
81 O 3.293 4.222 -1.260
82 H 3.331 4.139 -0.372
83 H 2.900 5.184 -1.487
84 O 4.285 0.233 3.119
85 H 3.999 -0.148 2.299
86 H 5.248 0.235 3.217
87 O 0.015 1.882 -4.253
88 H -0.850 1.960 -4.845
89 H 0.703 1.338 -4.793
90 O 2.045 4.359 1.670
91 H 2.855 3.831 2.060
92 H 1.084 4.055 1.993
93 O -2.902 3.978 2.386
94 H -3.082 3.064 2.596
95 H -1.986 3.859 1.956
96 O -3.861 2.459 -4.412
97 H -3.876 2.781 -3.462
98 H -4.736 2.323 -4.798
99 O -1.623 5.466 -2.741
100 H -1.571 6.454 -2.953
101 H -2.154 5.598 -1.896
102 O -3.707 1.469 3.216
103 H -3.954 0.523 2.763
104 H -4.486 1.749 3.858
105 O 2.816 -1.900 -5.572
106 H 1.943 -1.862 -6.102
107 H 2.493 -1.098 -5.211
108 O 2.349 0.783 -5.441
109 H 2.889 1.423 -5.153
110 H 2.471 0.894 -6.308
111 O 6.248 0.949 0.227
112 H 6.858 1.716 -0.005
113 H 6.249 1.130 1.161
114 O 2.661 1.298 5.765
115 H 2.807 1.239 4.852
116 H 2.956 0.459 6.197
117 O 0.989 4.571 -3.601
118 H 0.178 4.969 -3.229
119 H 0.841 3.648 -4.018

# 6
DFT (the ωB97M-V functional and the def2-TZVPD basis) results for an isolated molecule of C14H19N3O5 in a non-equilibrium geometry.

Summary:
highest occupied orbital energy	-8.70	eV
E_LUMO	0.527	eV
SMILES	NC(=O)CC[C@H](NC(=O)[C@@H](N)Cc1ccc(O)cc1)C(=O)O
net charge	0
2S+1	1
frontier orbital gap	9.2	eV
ΔE to the lowest compared entry with this formula, charge and spin	29.4	kJ/mol

CARTESIAN COORDINATES (ANGSTROEM)
1 C -1.878 2.524 0.444
2 C -0.539 1.941 0.022
3 C -3.011 1.928 -0.435
4 C -2.962 0.418 -0.428
5 C -2.411 -0.282 -1.517
6 C -3.379 -0.298 0.694
7 C -2.105 -1.623 -1.413
8 C -3.132 -1.670 0.769
9 C -2.405 -2.328 -0.235
10 C 0.821 -0.065 -0.049
11 C 0.674 -1.491 0.490
12 C 2.256 0.465 0.176
13 C 3.387 -0.285 -0.559
14 C 4.752 0.183 -0.045
15 H -1.473 4.322 -0.416
16 H -1.445 4.372 1.224
17 H -2.104 2.199 1.461
18 H -3.966 2.317 -0.075
19 H -2.838 2.383 -1.422
20 H -2.148 0.249 -2.453
21 H -3.915 0.186 1.494
22 H -1.616 -2.132 -2.215
23 H -3.406 -2.263 1.652
24 H -1.083 -3.666 -0.385
25 H -0.961 0.290 1.044
26 H 0.604 -0.182 -1.113
27 H 2.461 0.424 1.251
28 H 2.270 1.500 -0.114
29 H 3.270 -0.124 -1.657
30 H 3.281 -1.367 -0.381
31 H 5.574 -0.605 -1.773
32 H 6.707 0.037 -0.674
33 H 0.620 -0.744 2.234
34 N -1.966 4.000 0.409
35 N -0.170 0.768 0.611
36 N 5.759 -0.055 -0.936
37 O 0.127 2.460 -0.859
38 O -1.972 -3.603 -0.017
39 O 0.677 -2.461 -0.225
40 O 4.937 0.629 1.072
41 O 0.532 -1.610 1.809

# 7
DFT (the ωB97M-V functional and the def2-TZVPD basis) results for a structure of composition C9H15CeClINO2PS in a non-equilibrium geometry.

Summary:
highest occupied orbital energy (alpha / beta)	-14.46 / -14.47	eV
E_LUMO (alpha / beta)	-7.444 / -7.394	eV
expectation value of S²	0.751
net charge	+2
2S+1	2
frontier orbital gap (alpha / beta)	7.0 / 7.1	eV

CARTESIAN COORDINATES (ANGSTROEM)
1 C -0.452 -1.356 -0.599
2 C 0.629 -0.480 -1.169
3 H -0.294 -2.388 -0.956
4 H -1.473 -1.057 -0.880
5 H -0.368 -1.362 0.493
6 O 1.773 -0.438 -0.693
7 I 0.825 2.377 0.297
8 Ce -0.863 1.968 2.945
9 P 0.147 0.449 -2.715
10 C 1.586 1.381 -3.184
11 C -0.334 -0.701 -4.007
12 H -2.073 0.945 -1.813
13 H -1.727 1.774 -3.351
14 H -1.039 2.375 -1.838
15 C -1.302 1.469 -2.387
16 H -1.336 -1.115 -3.824
17 H -0.360 -0.156 -4.962
18 H 1.475 1.738 -4.215
19 H 2.462 0.729 -3.091
20 H 0.377 -1.531 -4.104
21 H 1.709 2.224 -2.495
22 C 1.638 -0.033 1.996
23 O 2.379 -0.873 2.217
24 Cl -3.033 1.570 1.692
25 S -0.934 -2.212 4.188
26 C 0.500 -1.809 5.085
27 C 0.786 -0.475 5.009
28 N -0.175 0.255 4.277
29 C -1.165 -0.556 3.779
30 H 1.088 -2.559 5.597
31 H 1.641 0.060 5.409
32 H -2.087 -0.211 3.297

# 8
DFT (the ωB97M-V functional and the def2-TZVPD basis) results for an isolated molecule of C4H9N3O2 in a non-equilibrium geometry.

Summary:
highest occupied orbital energy	-8.36	eV
E_LUMO	0.792	eV
SMILES	CO/C=N\O/C(C)=N/N
net charge	0
2S+1	1
frontier orbital gap	9.2	eV
ΔE to the lowest compared entry with this formula, charge and spin	465.3	kJ/mol

CARTESIAN COORDINATES (ANGSTROEM)
1 C -0.050 -3.736 -0.996
2 C 0.801 -1.815 0.055
3 C -0.197 1.352 0.276
4 C -1.304 2.248 -0.248
5 H -0.904 -3.937 -1.701
6 H 0.892 -3.940 -1.474
7 H -0.168 -4.364 -0.105
8 H 1.477 -2.560 0.501
9 H -0.958 3.017 -0.924
10 H -1.948 2.664 0.514
11 H -1.949 1.612 -0.885
12 H 0.998 3.326 2.353
13 H 1.109 3.848 0.844
14 N 0.980 -0.561 0.322
15 N 0.808 1.803 0.999
16 N 0.543 3.240 1.418
17 O -0.104 -2.353 -0.723
18 O -0.025 0.156 -0.226

# 9
DFT (the ωB97M-V functional and the def2-TZVPD basis) results for a cluster of 4 separate species, C3H14NO4 in total in a non-equilibrium geometry.

Summary:
highest occupied orbital energy	-14.26	eV
E_LUMO	-2.942	eV
net charge	+1
2S+1	1
frontier orbital gap	11.3	eV
ΔE to the lowest compared entry with this formula, charge and spin	112.6	kJ/mol

CARTESIAN COORDINATES (ANGSTROEM)
1 O 1.281 -2.280 1.119
2 C 1.090 -2.184 -0.056
3 C 0.682 -0.802 -0.709
4 C -0.462 -1.146 -1.578
5 N 0.316 0.024 0.477
6 H 1.244 -2.957 -0.818
7 H 1.590 -0.402 -1.153
8 H -1.259 -1.820 -1.230
9 H -0.258 -1.659 -2.527
10 H -1.187 -0.433 -2.009
11 H 0.747 -0.426 1.301
12 H -0.678 0.141 0.669
13 H 0.701 0.993 0.479
14 H -3.557 0.367 -2.473
15 H -3.622 -0.716 -1.437
16 O -3.238 0.160 -1.583
17 H -0.691 2.082 3.070
18 H 0.195 3.033 2.233
19 O -0.170 2.143 2.268
20 H 1.939 2.991 0.684
21 H 1.487 2.930 -0.821
22 O 1.338 2.577 0.060

What did we get for total energy? Answer: -99018.0024, -16462.2984, -35321.4581, -369304.4406, -95214.6491, -29535.8802, -68824.0275, -12855.1055, -13011.4618 eV, in the order shown.